(1)
{"formula": "C3H6NO2", "method": "ωB97M-V/def2-TZVPD", "species": ["C", "C", "C", "N", "O", "O", "H", "H", "H", "H", "H", "H"], "positions_angstrom": [[-0.34616, 0.38841, 1.94786], [0.73084, -0.38058, 2.02755], [0.92145, 0.11186, -1.95170], [-0.24946, -0.29762, -1.66434], [-1.33856, 0.05567, 0.95491], [1.68161, -0.99690, 1.96044], [-0.43024, 1.25360, 2.45302], [1.06210, 1.16757, -2.10844], [1.60557, -0.70175, -1.82947], [-0.37041, -1.35673, -1.48756], [-2.20124, 0.48811, 1.23387], [-1.06551, 0.26837, -1.53613]], "homo_lumo_gap_ev": 6.62, "e_lumo_ha": -0.2047, "e_above_lowest_kj_mol": 248.8, "e_homo_ev": -12.191, "charge": 1}

---

(2)
{"formula": "C3H6NO3", "method": "ωB97M-V/def2-TZVPD", "species": ["O", "C", "N", "C", "H", "H", "H", "H", "H", "O", "O", "C", "H"], "positions_angstrom": [[-1.21756, -2.07739, -1.33916], [-0.86031, -1.05232, -0.77548], [0.38462, -0.92401, -0.22634], [-1.74528, 0.16594, -0.62775], [0.68053, -0.06536, 0.24450], [1.02739, -1.71682, -0.29582], [-2.72134, -0.03620, -1.10003], [-1.29200, 1.04360, -1.11853], [-1.91192, 0.40476, 0.43611], [0.73025, 1.14140, 0.76022], [2.72822, 0.09860, 1.12841], [1.90950, 1.05367, 1.19440], [2.28792, 1.96408, 1.71941]], "homo_lumo_gap_ev": 8.78, "e_lumo_ha": 0.1508, "e_above_lowest_kj_mol": 66.3, "e_homo_ev": -4.673, "charge": -1}

---

(3)
{"formula": "C3H6NO3", "method": "ωB97M-V/def2-TZVPD", "species": ["C", "C", "C", "N", "O", "O", "O", "H", "H", "H", "H", "H", "H"], "positions_angstrom": [[-0.04486, 0.85071, 0.55709], [-0.05663, -1.09574, -1.22616], [-0.12185, -0.69292, 0.21237], [1.15059, -1.06611, -0.39875], [0.94589, 1.39444, 0.17748], [-1.04586, 2.63684, 1.42217], [-1.13684, 1.23535, 1.23131], [-0.44407, -1.95197, -1.53875], [-0.22729, -0.33469, -1.92191], [-0.65855, -1.43370, 0.74043], [1.71930, -1.90812, -0.15950], [1.89084, -0.31979, -0.72992], [-1.97069, 2.68568, 1.63415]], "homo_lumo_gap_ev": 11.74, "e_lumo_ha": -0.1309, "e_above_lowest_kj_mol": 438.9, "smiles": "O=C(OO)[C@H]1C[NH2+]1", "e_homo_ev": -15.306, "charge": 1}

---

(4)
{"formula": "C3H6NO5P", "method": "ωB97M-V/def2-TZVPD", "species": ["C", "C", "C", "N", "O", "O", "O", "O", "O", "P", "H", "H", "H", "H", "H", "H"], "positions_angstrom": [[2.04179, 0.28663, 0.17286], [0.71533, 0.11204, -0.56030], [-0.43655, -0.21311, 0.32892], [-0.83241, -1.92329, 0.07415], [-3.02663, 0.77210, 0.75421], [-1.89010, 1.26830, -1.49287], [-1.40949, -2.51452, 0.97582], [-0.54138, -2.42771, -1.00605], [-0.95908, 2.28731, 0.66772], [-1.78213, 1.18539, 0.01217], [2.29732, -0.60563, 0.74670], [2.85655, 0.48830, -0.53105], [1.96679, 1.13151, 0.85392], [0.79858, -0.67017, -1.32440], [0.44418, 1.04032, -1.06816], [-0.24275, -0.21747, 1.39634]], "homo_lumo_gap_ev": 6.15, "e_lumo_ha": 0.2343, "e_above_lowest_kj_mol": 367.7, "smiles": "CC[C@H]([N+](=O)[O-])P(=O)([O-])[O-]", "e_homo_ev": 0.227, "charge": -2}

---

(5)
{"formula": "C3H6NS", "method": "ωB97M-V/def2-TZVPD", "species": ["C", "C", "C", "N", "S", "H", "H", "H", "H", "H", "H"], "positions_angstrom": [[1.21918, 0.49354, 0.30853], [-0.36499, -1.04114, -0.39293], [-2.72945, 1.08929, -0.04301], [0.60570, -0.62636, 0.48144], [-2.51138, -0.36890, 0.30623], [1.09664, 1.20790, -0.46283], [1.95296, 0.71824, 1.06673], [-0.26754, -0.52836, -1.28891], [-0.65172, -2.09338, -0.62929], [-2.33891, 1.93642, -0.45478], [0.97316, -1.06966, 1.30568]], "homo_lumo_gap_ev": [7.23, 7.23], "e_lumo_ha": [-0.1955, -0.1955], "e_above_lowest_kj_mol": 244.8, "e_homo_ev": [-12.547, -12.546], "charge": 1}

---

(6)
{"formula": "C3H6NS2", "method": "ωB97M-V/def2-TZVPD", "species": ["C", "C", "C", "N", "S", "S", "H", "H", "H", "H", "H", "H"], "positions_angstrom": [[-0.95990, -0.29849, 0.31084], [-0.81333, -1.41438, 1.07613], [0.71683, 1.01205, -0.52906], [-0.21182, -0.08808, -0.89825], [-1.68825, -1.90109, 2.53835], [2.36767, 1.03127, -0.41935], [-1.78253, 0.31823, 0.57450], [-0.08851, -2.12439, 0.76285], [0.23886, 1.82612, -0.16402], [0.39875, -0.91468, -1.08063], [-0.81093, 0.10470, -1.70710], [2.63315, 2.44872, -0.46426]], "homo_lumo_gap_ev": [8.27, 6.33], "e_lumo_ha": [-0.1875, -0.2303], "e_above_lowest_kj_mol": 389.4, "e_homo_ev": [-13.371, -12.595], "charge": 1}

---

(7)
{"formula": "C3H6O", "method": "ωB97M-V/def2-TZVPD", "species": ["C", "C", "C", "H", "H", "H", "H", "H", "H", "O"], "positions_angstrom": [[-1.65383, -0.05029, -0.00110], [0.69076, 0.18380, -0.00537], [1.95130, -0.23280, -0.00375], [-2.18439, -0.32790, 0.91698], [-1.61963, 1.03191, -0.05662], [-2.19538, -0.44222, -0.87269], [0.42067, 1.22546, -0.01293], [2.74769, 0.52264, 0.03590], [2.22105, -1.26603, -0.00827], [-0.37824, -0.64455, 0.00785]], "homo_lumo_gap_ev": 9.87, "e_lumo_ha": 0.0409, "e_above_lowest_kj_mol": 124.9, "smiles": "C=COC", "e_homo_ev": -8.752}

---

(8)
{"formula": "C3H6O", "method": "ωB97M-V/def2-TZVPD", "species": ["C", "C", "C", "H", "H", "H", "H", "H", "H", "O"], "positions_angstrom": [[-2.09822, 0.15121, -0.00915], [2.22242, 0.46948, -0.10285], [3.25135, -0.10471, -0.02337], [-0.51994, -0.98397, 0.20045], [-2.25781, 1.21620, -0.09278], [-2.72887, -0.40070, -0.72085], [-2.38211, -0.16823, 0.98404], [1.03713, 0.46343, 0.10207], [4.18831, -0.51489, -0.09411], [-0.71226, -0.12782, -0.24346]], "homo_lumo_gap_ev": 11.14, "e_lumo_ha": 0.0303, "e_above_lowest_kj_mol": 318.6, "smiles": "C#C.CO", "e_homo_ev": -10.320}

---

(9)
{"formula": "C3H6O", "method": "ωB97M-V/def2-TZVPD", "species": ["C", "C", "C", "O", "H", "H", "H", "H", "H", "H"], "positions_angstrom": [[0.92382, -0.95410, -0.01411], [-0.55120, 0.81656, -0.69601], [-0.41602, -0.23426, 0.34199], [-0.91887, 1.96092, -0.11879], [-1.08896, 2.64059, -0.78938], [0.88042, -1.36163, -1.02300], [1.78102, -0.29040, 0.09016], [1.05350, -1.78407, 0.68287], [-0.42654, 0.14145, 1.37154], [-1.23717, -0.93507, 0.15474]], "homo_lumo_gap_ev": 9.47, "e_lumo_ha": 0.0364, "e_above_lowest_kj_mol": 246.7, "e_homo_ev": -8.479}

---

(10)
{"formula": "C3H6O", "method": "ωB97M-V/def2-TZVPD", "species": ["O", "C", "C", "C", "H", "H", "H", "H", "H", "H"], "positions_angstrom": [[1.74692, -0.50452, 0.56489], [0.63154, -0.17170, 0.23327], [-0.23299, 0.99852, 0.03260], [-0.79159, -0.36644, 0.54013], [1.19474, -0.92464, -1.17589], [0.54455, -0.79327, -1.53287], [-0.62697, 1.35418, -0.91908], [-0.00076, 1.77279, 0.75382], [-1.52792, -0.85149, -0.10030], [-0.93751, -0.51344, 1.60343]], "homo_lumo_gap_ev": 10.05, "e_lumo_ha": 0.0314, "e_above_lowest_kj_mol": 368.7, "smiles": "O=C1CC1.[H][H]", "e_homo_ev": -9.192}